{"formula": "C8H6N2O", "method": "ωB97M-V with the def2-TZVPD basis set", "de_lowest_kj_mol": 363.7, "total_energy_ev": -13417.5367, "smiles": "C=C1CCC(=C(C#N)C#N)O1", "homo_energy_ev": -9.3, "gap_ev": 9.236, "symbols": ["O", "N", "N", "C", "C", "C", "C", "C", "C", "C", "C", "H", "H", "H", "H", "H", "H"], "xyz": [[-0.1144, -0.9394, -0.0009], [3.2458, 2.0158, 0.1704], [2.9036, -2.5761, 0.1430], [1.9570, -0.1495, -0.1753], [0.6318, 0.0936, -0.0301], [2.8551, 0.9136, 0.0639], [-2.2305, -1.5945, 0.0139], [2.4777, -1.5335, 0.0241], [-1.5128, 1.0385, 0.2423], [-0.1049, 1.3391, -0.2097], [-1.3587, -0.6118, 0.1330], [-1.8491, 1.3977, 1.1950], [-3.3087, -1.6113, -0.0520], [0.0252, 1.4746, -1.3057], [-2.3267, 1.0881, -0.4943], [-1.7997, -2.5915, 0.0503], [0.5093, 2.2466, 0.2319]], "atomic_forces_ev_per_a": [[1.795, -2.215, 0.530], [-0.266, -2.485, -0.045], [0.755, -1.939, 0.274], [1.370, -1.892, 1.660], [3.204, 0.478, -0.925], [0.363, 3.523, -0.447], [-0.478, -0.890, 0.353], [-1.455, 3.501, -0.814], [-0.405, -3.906, -1.604], [1.696, 3.183, 0.012], [-5.117, 2.243, 0.665], [0.161, -0.010, 0.498], [0.078, 0.749, 0.289], [-0.599, 0.251, 0.416], [0.432, 1.136, 0.114], [0.035, 0.054, -0.390], [-1.569, -1.781, -0.587]]}